The following is a DFT calculation (wB97M-V/def2-TZVPD) of 2 unconnected molecules or ions with the total composition C10H13O2 at a distorted geometry.

Structure (XYZ):
```
25
C10H13O2 (wB97M-V/def2-TZVPD)
C -1.85 -0.98 -0.57
C -1.58 -2.11 -1.53
C -3.16 -1.30 0.21
O -4.01 -0.35 0.20
O -3.11 -2.35 0.82
H -1.15 -0.91 0.17
H -2.12 -0.03 -1.12
H -1.73 -3.00 -0.91
H -0.56 -1.93 -1.91
H -2.14 -2.12 -2.54
C 2.26 2.01 -1.32
C 0.69 0.13 2.16
C 0.09 1.30 1.71
C 1.74 -0.53 1.40
C 0.62 1.91 0.64
C 2.27 0.15 0.32
C 1.66 1.35 -0.05
H 0.30 -0.23 3.10
H -0.88 1.48 2.15
H 2.29 -1.36 1.82
H 0.13 2.86 0.39
H 3.03 -0.45 -0.19
H 1.61 2.75 -1.71
H 2.46 1.29 -2.14
H 3.15 2.42 -1.12
```

## Properties
max |F|	5.029	eV/A
charge	-1
gap between HOMO and LUMO	0.2434	hartree
HOMO level	-3.53	eV
multiplicity	1

The following is a DFT calculation (wB97M-V/def2-TZVPD) of 2 unconnected molecules or ions with the total composition C10H13O2 at a distorted geometry.

Structure (XYZ):
```
25
C10H13O2 (wB97M-V/def2-TZVPD)
C -0.09 -2.60 1.65
C 0.23 -1.68 2.83
O -0.80 -1.31 3.47
O 1.45 -1.48 3.00
H 0.31 -3.60 1.87
H 0.52 -2.40 0.75
H -1.14 -2.61 1.36
C 1.34 1.14 0.17
C 2.52 0.60 -0.69
C -0.02 0.93 -0.41
C -1.08 0.39 0.27
C -0.21 1.49 -1.71
C -2.31 0.28 -0.44
C -1.41 1.44 -2.36
C -2.50 0.88 -1.66
H 1.46 0.74 1.18
H 1.51 2.22 0.27
H 2.33 0.46 -1.76
H -1.05 -0.08 1.24
H 0.60 1.99 -2.24
H -2.99 -0.49 -0.09
H -1.46 1.78 -3.38
H -3.42 0.88 -2.24
H 2.94 -0.33 -0.35
H 3.28 1.39 -0.72
```

## Properties
max |F|	1.988	eV/A
charge	-1
gap between HOMO and LUMO	0.2734	hartree
HOMO level	-4.17	eV
multiplicity	1

The following is a DFT calculation (wB97M-V/def2-TZVPD) of a molecular structure, C10H14AsCoF5N2O7Te at a distorted geometry.

Structure (XYZ):
```
41
C10H14AsCoF5N2O7Te (wB97M-V/def2-TZVPD)
Co 0.09 0.26 0.35
O 4.07 0.91 -0.80
C 2.83 1.00 -0.50
O 2.15 0.11 0.01
C 2.16 2.29 -0.83
C 2.78 3.39 -1.38
C 1.99 4.51 -1.65
C 0.63 4.45 -1.38
C 0.10 3.29 -0.84
N 0.86 2.24 -0.53
C -1.35 3.00 -0.58
O -2.32 3.78 -0.92
O -1.57 1.91 -0.05
H 4.46 0.04 -0.58
H 3.84 3.38 -1.61
H 2.43 5.40 -2.07
H 0.01 5.31 -1.61
H -2.05 4.59 -1.38
C 1.40 -4.13 1.87
As -0.12 -3.20 1.20
C -1.60 -3.20 2.40
C -0.55 -3.67 -0.60
O 0.49 -1.46 1.10
H 1.08 -5.16 2.07
H 1.75 -3.68 2.80
H 2.20 -4.14 1.13
H -1.85 -4.25 2.56
H -2.44 -2.67 1.97
H -1.31 -2.78 3.36
H -0.67 -4.75 -0.58
H 0.27 -3.42 -1.26
H -1.48 -3.20 -0.91
F -1.78 -0.17 0.97
Te -2.63 -0.25 -1.05
F -3.05 -1.26 -2.52
F -4.13 0.44 -0.28
F -2.73 1.19 -2.22
F -3.04 -1.86 -0.16
O -0.79 -0.42 -1.26
O -0.25 1.09 3.39
N 0.10 1.08 2.38
```

## Properties
max |F|	1.938	eV/A
<S²>	6.152
charge	+3
gap between HOMO and LUMO (alpha / beta)	0.2346 / 0.2099	hartree
HOMO level (alpha / beta)	-20.23 / -20.22	eV
multiplicity	5

The following is a DFT calculation (wB97M-V/def2-TZVPD) of a molecular structure, C10H14BBr12FN3O3S at a distorted geometry.

Structure (XYZ):
```
45
C10H14BBr12FN3O3S (wB97M-V/def2-TZVPD)
C -1.47 0.45 -0.04
N -0.54 -0.72 0.21
C -1.04 -1.32 1.54
B 0.91 -0.28 0.41
O 2.10 -0.99 -0.17
N 1.23 0.94 1.30
C 1.37 2.23 0.53
C 1.68 3.62 1.42
S 1.83 5.32 0.65
O 2.65 5.33 -0.66
O 0.37 5.77 0.26
F 2.36 6.48 1.82
C 1.83 3.40 3.07
C 1.61 1.81 3.55
N 1.34 0.67 2.63
H -1.19 0.99 -1.05
H -1.35 1.29 0.81
H -2.61 0.15 -0.01
H -1.19 -0.38 2.26
H -2.09 -1.81 1.41
H -0.24 -2.01 2.04
H 2.27 -0.68 -1.11
H 1.23 2.27 -0.64
H 2.05 4.28 3.82
H 1.68 1.65 4.73
C -3.23 -2.89 -1.38
Br -2.08 -1.71 -0.35
Br -3.81 -2.06 -3.05
Br -2.40 -4.62 -1.69
H -4.13 -3.07 -0.78
C 1.57 8.98 -1.46
Br 0.20 9.70 -2.65
Br 0.98 7.36 -0.58
Br 3.27 8.73 -2.38
H 1.74 9.73 -0.68
C 1.58 -5.46 -2.73
Br 0.82 -6.54 -1.30
Br 0.48 -5.53 -4.34
Br 1.91 -3.63 -2.16
H 2.55 -5.90 -2.98
C -2.80 -8.28 -0.15
Br -3.97 -6.82 0.36
Br -1.29 -8.46 1.06
Br -3.77 -9.95 -0.34
H -2.39 -8.03 -1.14
```

## Properties
max |F|	18.699	eV/A
charge	+1
gap between HOMO and LUMO	0.1634	hartree
HOMO level	-11.19	eV
multiplicity	1

The following is a DFT calculation (wB97M-V/def2-TZVPD) of a molecular structure, C10H14BCoN7O3 at a distorted geometry.

Structure (XYZ):
```
36
C10H14BCoN7O3 (wB97M-V/def2-TZVPD)
C 2.80 -0.54 1.00
N 1.52 -0.54 0.51
N 1.57 -0.05 -0.78
C 2.85 0.11 -1.14
C 3.66 -0.16 -0.04
B 0.34 0.21 -1.68
N -0.50 -1.09 -1.43
N -0.60 -1.77 -0.22
C -1.51 -2.78 -0.41
C -1.84 -2.83 -1.76
C -1.18 -1.77 -2.37
Co 0.18 -1.47 1.41
N -0.35 1.65 -1.43
N -0.77 1.93 -0.16
C -1.24 3.17 -0.12
C -1.16 3.75 -1.42
C -0.58 2.76 -2.22
H -1.60 3.61 0.81
H -0.34 2.77 -3.27
H -1.50 4.74 -1.69
H 0.66 0.24 -2.84
H -1.20 -1.40 -3.38
H 3.10 0.46 -2.12
H -2.53 -3.51 -2.22
H 4.72 -0.06 0.02
H -1.88 -3.37 0.42
H 2.99 -0.79 2.03
H -1.20 -0.16 1.75
C -1.59 -1.10 2.20
H -2.53 -1.35 1.70
H -0.93 -2.07 2.10
H -1.65 -0.86 3.26
O -0.51 1.19 3.13
N 0.58 0.63 3.39
O 1.52 1.18 3.96
O 0.72 -0.70 3.04
```

## Properties
max |F|	5.878	eV/A
<S²>	3.794
charge	+2
gap between HOMO and LUMO (alpha / beta)	0.2603 / 0.2101	hartree
HOMO level (alpha / beta)	-16.53 / -16.50	eV
multiplicity	4

The following is a DFT calculation (wB97M-V/def2-TZVPD) of a molecular structure, C10H14BFMgN6 at a distorted geometry.

Structure (XYZ):
```
33
C10H14BFMgN6 (wB97M-V/def2-TZVPD)
C -0.56 -1.41 2.65
N -0.19 -0.77 1.52
N -1.35 -0.45 0.82
C -2.42 -0.76 1.60
C -1.96 -1.38 2.76
B -1.45 0.33 -0.55
N -0.27 1.34 -0.42
N 0.99 1.04 0.08
C 1.71 2.19 0.03
C 0.87 3.24 -0.38
C -0.36 2.67 -0.64
Mg 1.94 -0.28 1.86
N -1.53 -0.44 -1.91
N -0.44 -1.07 -2.48
C -0.85 -1.74 -3.56
C -2.23 -1.45 -3.80
C -2.60 -0.61 -2.74
H -0.21 -2.40 -4.13
H -3.53 -0.13 -2.51
H -2.83 -1.82 -4.60
H -2.49 0.94 -0.54
H -1.31 3.09 -0.95
H -3.42 -0.49 1.28
H 1.13 4.28 -0.48
H -2.55 -1.77 3.57
H 2.76 2.21 0.26
H 0.18 -1.88 3.30
H 3.71 -1.09 1.27
C 4.06 -0.07 1.59
H 4.30 0.59 0.75
H 3.41 0.44 2.33
H 4.99 -0.30 2.12
F 2.51 -2.06 1.92
```

## Properties
max |F|	3.968	eV/A
charge	+2
gap between HOMO and LUMO (alpha / beta)	0.2224 / 0.1378	hartree
HOMO level (alpha / beta)	-16.59 / -15.38	eV
multiplicity	1

The following is a DFT calculation (wB97M-V/def2-TZVPD) of a molecular structure, C10H14BFN6Pd at a distorted geometry.

Structure (XYZ):
```
33
C10H14BFN6Pd (wB97M-V/def2-TZVPD)
H 1.73 3.10 1.65
N 0.83 1.75 0.35
B 0.08 0.39 -1.66
N 0.39 1.78 -0.97
C 0.65 3.01 -1.49
Pd 2.47 1.41 1.34
H 0.35 3.21 -2.52
C 1.28 3.79 -0.53
H 1.70 4.77 -0.62
C 1.44 2.93 0.61
H 0.27 0.55 -2.83
C -2.07 -2.19 4.94
H -1.40 -2.53 5.74
H -1.53 -2.05 4.01
H -2.86 -2.92 4.78
N -1.43 -0.03 -1.53
N 1.22 -0.55 -1.11
N -2.04 -0.24 -0.31
N 2.01 -0.44 0.03
C -2.35 -0.20 -2.52
C 1.72 -1.56 -1.88
H -2.07 -0.02 -3.55
H 1.29 -1.78 -2.85
C -3.57 -0.55 -1.94
C 2.74 -2.18 -1.18
C -3.31 -0.57 -0.54
C 2.87 -1.47 0.03
H -4.50 -0.79 -2.42
H 3.29 -3.04 -1.48
H -4.02 -0.80 0.25
H 3.56 -1.64 0.83
H -2.47 -1.27 5.22
F 3.73 0.14 2.18
```

## Properties
max |F|	6.977	eV/A
<S²>	2.012
gap between HOMO and LUMO (alpha / beta)	0.3241 / 0.2111	hartree
HOMO level (alpha / beta)	-8.70 / -8.69	eV
multiplicity	3

The following is a DFT calculation (wB97M-V/def2-TZVPD) of a molecular structure, C10H14BN7O3Pd at a distorted geometry.

Structure (XYZ):
```
36
C10H14BN7O3Pd (wB97M-V/def2-TZVPD)
H 2.78 -0.58 0.20
N 0.94 -1.16 -0.70
B -0.90 -2.35 -1.99
N 0.50 -2.31 -1.30
C 1.48 -3.25 -1.23
Pd -0.33 0.56 -0.55
H 1.32 -4.23 -1.66
C 2.57 -2.68 -0.58
H 3.51 -3.15 -0.37
C 2.20 -1.36 -0.27
H -1.12 -3.38 -2.55
C -1.04 2.37 -0.38
H -0.59 3.15 0.24
H -1.79 1.89 0.28
H -1.55 2.81 -1.22
N -0.91 -1.12 -2.94
N -1.92 -2.03 -0.87
N -0.65 0.15 -2.45
N -1.77 -0.89 -0.10
C -1.06 -1.03 -4.28
C -3.02 -2.68 -0.44
H -1.25 -1.93 -4.85
H -3.32 -3.60 -0.93
C -0.91 0.30 -4.65
C -3.58 -1.96 0.61
C -0.65 1.02 -3.48
C -2.75 -0.85 0.81
H -0.97 0.71 -5.64
H -4.47 -2.20 1.15
H -0.48 2.07 -3.32
H -2.82 -0.06 1.54
H 0.22 1.92 -0.94
O 0.10 0.42 1.50
N 1.31 0.92 1.84
O 1.63 0.84 3.02
O 2.01 1.44 0.93
```

## Properties
max |F|	6.501	eV/A
<S²>	2.007
gap between HOMO and LUMO (alpha / beta)	0.2911 / 0.2440	hartree
HOMO level (alpha / beta)	-7.39 / -9.29	eV
multiplicity	3

multiplicity of number 5 (C10H14BCoN7O3)?
4

Which value of multiplicity does entry 1 give?
1